Entry from OMol25: 6 unconnected molecules or ions with the total composition C11H13B2Br2N2O19 at a distorted geometry (ωB97M-V/def2-TZVPD).

Structure (ORCA input):
```
! RIJCOSX wB97M-V def2-TZVPD def2/J DEFGRID3
* xyz -1 1
N 1.269 -1.373 1.504
H 2.050 -1.294 0.767
H 0.816 -2.293 1.617
H 0.485 -0.706 1.195
H 1.615 -0.990 2.388
N -1.657 1.254 -1.550
H -1.227 0.849 -0.635
H -1.488 2.274 -1.518
H -2.651 1.042 -1.622
H -1.093 0.899 -2.336
O 3.289 -1.170 -0.434
C 3.639 -0.168 -0.989
O 3.814 1.009 -0.396
B 4.449 1.974 -1.324
O 4.309 1.312 -2.645
C 3.940 0.018 -2.500
O 3.825 -0.814 -3.353
O 5.847 2.269 -1.015
C 5.993 3.552 -0.741
O 6.982 4.091 -0.478
C 4.596 4.208 -0.870
O 3.766 3.282 -1.328
O 4.348 5.325 -0.696
O 0.101 -3.608 -1.503
C -1.027 -3.529 -1.305
O -2.010 -3.393 -2.161
B -3.292 -3.178 -1.421
O -2.944 -3.415 -0.012
C -1.630 -3.481 0.108
O -1.026 -3.438 1.121
O -3.778 -1.813 -1.663
C -4.936 -1.870 -2.319
O -5.558 -0.951 -2.743
C -5.283 -3.368 -2.520
O -4.346 -4.064 -1.871
O -6.221 -3.801 -3.091
O 1.099 2.064 1.845
C 0.201 1.943 0.807
O 0.011 2.924 0.051
O -0.373 0.778 0.708
H 1.404 2.987 1.798
Br -3.332 2.529 3.929
C -1.911 1.224 3.525
C -2.318 -0.038 4.234
Br -1.114 -1.519 3.851
H -1.016 1.681 3.916
H -1.893 1.099 2.457
H -3.312 -0.339 3.907
H -2.410 0.028 5.311
*
```

Values from the calculation:
Frontier orbital gap in eV: 9.29

Entry from OMol25: a molecular structure, C11H13BBrNRu at a distorted geometry (ωB97M-V/def2-TZVPD).

Structure (ORCA input):
```
! RIJCOSX wB97M-V def2-TZVPD def2/J DEFGRID3
* xyz -1 6
C -1.165 -0.753 -1.848
C -1.212 -1.770 -0.821
C -1.938 -1.224 0.309
H -0.759 -2.752 -0.874
C -2.356 0.109 -0.033
C -1.845 0.415 -1.352
H -1.970 1.359 -1.867
H -0.690 -0.861 -2.813
H -2.117 -1.724 1.244
H -2.904 0.790 0.608
Ru -0.016 -0.013 -0.023
Br 0.872 -1.990 1.554
C 1.972 1.156 0.388
C 1.144 1.938 -0.494
C 0.973 1.186 -1.726
H 0.685 2.893 -0.264
C 1.694 -0.052 -1.595
C 2.340 -0.061 -0.302
H 2.950 -0.861 0.096
H 2.250 1.414 1.394
H 0.401 1.513 -2.584
H 1.752 -0.849 -2.325
B 0.002 -0.006 4.761
C -0.015 0.034 3.315
N -0.047 0.108 2.104
H -0.995 0.574 5.254
H 0.996 0.575 5.253
H 0.000 -1.150 5.251
*
```

Values from the calculation:
Frontier orbital gap (spin up / spin down) in eV: 6.52 / 5.75
Relative energy (zero: lowest compared OMol25 entry of this formula, charge and spin) in kcal/mol: 3.28
⟨S²⟩: 8.77

Entry from OMol25: a molecular structure, C11H13BF4GeNO4Pd (ωB97M-V/def2-TZVPD).

Structure (ORCA input):
```
! RIJCOSX wB97M-V def2-TZVPD def2/J DEFGRID3
* xyz -1 5
Pd -0.078 1.411 -0.372
O -0.675 -4.786 -3.651
C -1.704 -4.344 -3.213
O -2.882 -4.554 -3.070
C -1.366 -2.788 -2.476
C -2.406 -2.112 -1.880
C -2.081 -0.894 -1.298
N -0.844 -0.411 -1.318
C 0.133 -1.087 -1.916
C -0.083 -2.320 -2.525
C 1.546 -0.459 -1.923
O 2.439 -1.086 -2.465
O 1.638 0.677 -1.347
H -3.413 -2.498 -1.862
H -2.830 -0.287 -0.804
H 0.746 -2.831 -2.989
C 1.152 0.648 4.468
Ge 1.343 0.666 2.498
C 2.776 1.918 2.017
C 1.873 -1.127 1.894
C -0.300 1.143 1.617
H 2.103 0.375 4.928
H 0.401 -0.072 4.791
H 0.863 1.629 4.841
H 3.712 1.611 2.484
H 2.539 2.928 2.352
H 2.925 1.934 0.936
H 2.764 -1.459 2.429
H 2.109 -1.109 0.830
H 1.078 -1.852 2.065
H -1.245 1.470 2.044
F -1.285 3.130 -1.530
B -2.469 3.957 -1.419
F -2.181 5.220 -1.917
F -2.810 4.013 -0.065
F -3.488 3.347 -2.153
*
```

Values from the calculation:
Frontier orbital gap (spin up / spin down) in eV: 7.19 / 5.12
Relative energy (zero: lowest compared OMol25 entry of this formula, charge and spin) in kcal/mol: 0.00
⟨S²⟩: 6.02

Entry from OMol25: 5 unconnected molecules or ions with the total composition C11H13Cl4F3O9 at a distorted geometry (ωB97M-V/def2-TZVPD).

Structure (ORCA input):
```
! RIJCOSX wB97M-V def2-TZVPD def2/J DEFGRID3
* xyz 0 1
C 15.931 -26.643 5.482
Cl 16.652 -26.790 3.859
Cl 14.967 -28.099 5.853
H 16.730 -26.696 6.207
H 15.332 -25.745 5.489
C 15.304 -16.290 3.875
Cl 15.103 -15.777 2.198
Cl 15.312 -18.033 4.092
H 16.280 -15.931 4.190
H 14.572 -15.805 4.510
C 16.304 -21.490 -0.215
C 16.605 -20.548 -1.386
O 17.390 -19.553 -0.814
C 17.034 -19.468 0.515
O 17.353 -18.577 1.221
O 16.327 -20.545 0.876
F 15.421 -20.007 -1.806
H 17.056 -22.249 -0.035
H 15.277 -21.813 -0.355
H 17.108 -21.024 -2.224
C 23.580 -20.699 4.564
C 23.914 -20.755 3.085
O 25.308 -20.866 3.103
C 25.594 -21.616 4.234
O 26.685 -21.927 4.547
O 24.458 -21.800 4.948
F 23.436 -19.723 2.362
H 22.561 -20.945 4.833
H 23.989 -19.813 5.049
H 23.458 -21.678 2.706
C 17.813 -20.483 4.566
C 18.773 -21.640 4.258
O 18.225 -22.741 4.878
C 16.909 -22.517 5.153
O 16.167 -23.300 5.634
O 16.638 -21.212 4.970
F 20.022 -21.415 4.790
H 17.552 -19.880 3.697
H 18.058 -19.781 5.362
H 18.952 -21.707 3.184
*
```

Values from the calculation:
Frontier orbital gap in eV: 10.84
Relative energy (zero: lowest compared OMol25 entry of this formula, charge and spin) in kcal/mol: 28.45
Structure (SMILES): O=C1OC[C@@H](F)O1.O=C1OC[C@@H](F)O1.O=C1OC[C@@H](F)O1.ClCCl.ClCCl

Entry from OMol25: a single C11H13ClN4 molecule at a distorted geometry (ωB97M-V/def2-TZVPD).

Structure (ORCA input):
```
! RIJCOSX wB97M-V def2-TZVPD def2/J DEFGRID3
* xyz 0 1
N -0.335 0.442 -5.492
Cl 2.095 3.268 0.984
N -0.162 -0.371 -3.172
N -0.194 0.071 -4.366
C 1.797 2.320 -1.497
C 1.339 1.440 -2.478
C 1.428 2.152 -0.151
C 0.430 0.423 -2.176
C 0.463 1.149 0.190
C -0.052 0.291 -0.847
N -0.357 -1.593 1.727
C -1.502 -1.771 2.598
C 0.029 0.933 1.656
C -1.098 -0.776 -0.510
C 0.526 -0.450 2.156
C -0.478 -1.924 0.280
H 2.506 3.103 -1.756
H 1.641 1.600 -3.529
H -1.139 -1.854 3.635
H -2.210 -0.952 2.520
H -1.991 -2.698 2.361
H -1.070 0.990 1.737
H 0.384 1.725 2.294
H -1.631 -1.150 -1.378
H -1.890 -0.309 0.075
H 1.537 -0.595 1.879
H 0.540 -0.463 3.253
H -1.086 -2.833 0.162
H 0.479 -2.168 -0.154
*
```

Values from the calculation:
Frontier orbital gap in eV: 8.54
Relative energy (zero: lowest compared OMol25 entry of this formula, charge and spin) in kcal/mol: 0.00

Entry from OMol25: a molecular structure, C11H13EuNO4 at a distorted geometry (ωB97M-V/def2-TZVPD).

Structure (ORCA input):
```
! RIJCOSX wB97M-V def2-TZVPD def2/J DEFGRID3
* xyz 2 8
C 2.631 -1.521 0.577
C 2.338 -1.347 -0.909
C 1.396 -0.189 -1.323
C 1.352 0.929 -0.283
C 0.388 0.778 0.925
C -0.956 0.312 0.477
C -1.958 1.143 0.176
O -1.869 2.460 0.226
N -2.895 3.161 1.355
O -2.538 2.926 2.384
C -3.288 0.558 -0.252
O -4.313 1.135 0.018
C -3.202 -0.754 -0.947
C -2.200 -1.567 -0.669
C -1.194 -1.157 0.349
O -0.600 -1.933 1.062
H 3.401 -2.281 0.707
H 1.768 -1.846 1.157
H 3.068 -0.608 1.047
H 1.948 -2.279 -1.316
H 3.296 -1.179 -1.409
H 0.381 -0.517 -1.543
H 1.777 0.216 -2.261
H 2.347 1.022 0.100
H 1.061 1.875 -0.786
H 0.784 0.137 1.718
H 0.222 1.776 1.378
H -3.983 -1.004 -1.655
H -2.099 -2.538 -1.138
Eu 2.938 2.293 0.835
*
```

Values from the calculation:
Frontier orbital gap (spin up / spin down) in eV: 5.98 / 6.20
⟨S²⟩: 15.76